Entry one
A molecular structure, C45H28N11O9RbSSe. Source: the Open Molecules 2025 dataset; level of theory: the ωB97M-V functional and the def2-TZVPD basis.

Computed properties:
LUMO level = 2.6 eV
HOMO-LUMO gap = 0.1809 Ha
HOMO = -0.085 Eh
Spin multiplicity = 1
Net charge = -2

Atoms and positions in Å:
1 Rb -0.01 2.13 1.06
2 O 1.52 3.21 -5.13
3 C 0.42 2.58 -5.29
4 C -0.07 2.33 -6.60
5 C -1.30 1.72 -6.80
6 C -2.15 1.36 -5.69
7 C -1.65 1.49 -4.42
8 C -0.44 2.15 -4.20
9 C -0.16 2.43 -2.76
10 O -1.06 2.29 -1.90
11 N 1.12 2.75 -2.52
12 N 1.42 3.41 -1.31
13 C 2.45 3.10 -0.67
14 C 3.55 2.16 -0.87
15 C 4.05 1.81 -2.15
16 C 5.09 0.87 -2.34
17 C 5.73 0.28 -1.21
18 C 5.23 0.66 0.05
19 C 4.09 1.49 0.30
20 O 3.54 1.64 1.44
21 H 1.56 3.00 -3.45
22 H 0.66 2.49 -7.39
23 H -1.65 1.52 -7.81
24 H -3.02 0.76 -5.80
25 H -2.21 1.09 -3.56
26 H 2.52 3.69 0.21
27 H 3.61 2.13 -3.05
28 H 5.30 0.52 -3.35
29 H 6.69 -0.28 -1.42
30 H 5.48 0.12 0.93
31 Se 6.05 -4.06 2.52
32 N 5.36 -3.44 1.02
33 C 4.34 -2.65 1.34
34 C 3.43 -1.98 0.34
35 C 3.66 -2.02 -1.03
36 C 2.75 -1.40 -1.86
37 C 1.68 -0.65 -1.26
38 N 1.49 -0.56 0.02
39 C 2.38 -1.21 0.80
40 C 2.25 -1.03 2.27
41 N 1.33 -0.15 2.71
42 C 1.13 0.06 3.98
43 C 1.81 -0.66 4.95
44 C 2.85 -1.47 4.61
45 C 3.02 -1.70 3.20
46 C 4.07 -2.57 2.72
47 N 4.92 -3.21 3.52
48 H 4.57 -2.46 -1.43
49 H 2.85 -1.56 -2.93
50 H 1.07 -0.09 -1.93
51 H 0.35 0.80 4.21
52 H 1.65 -0.34 6.02
53 H 3.47 -2.03 5.30
54 N -2.08 -4.04 -2.53
55 C -1.10 -4.52 -3.44
56 C -0.69 -5.87 -3.55
57 C 0.32 -6.23 -4.42
58 C 0.84 -5.29 -5.33
59 C 0.42 -3.95 -5.28
60 C -0.63 -3.57 -4.41
61 S -1.33 -1.96 -4.33
62 N -1.44 -1.71 -2.60
63 C -1.89 -2.73 -1.91
64 C -2.13 -2.70 -0.42
65 C -1.89 -1.55 0.32
66 C -2.28 -1.49 1.64
67 C -2.77 -2.71 2.14
68 C -2.78 -3.86 1.38
69 N -2.58 -3.85 0.08
70 H -2.44 -4.79 -2.01
71 H -1.11 -6.57 -2.84
72 H 0.70 -7.25 -4.25
73 H 1.74 -5.56 -5.90
74 H 0.94 -3.17 -5.82
75 H -1.48 -0.74 -0.27
76 H -2.20 -0.65 2.27
77 H -3.07 -2.60 3.19
78 H -3.08 -4.78 1.82
79 O -1.55 2.49 4.10
80 C -2.65 2.03 4.34
81 O -3.06 0.87 4.19
82 C -3.70 3.04 4.87
83 C -3.44 4.41 4.78
84 C -4.47 5.31 5.07
85 C -5.70 4.93 5.61
86 C -5.88 3.55 5.66
87 C -4.97 2.60 5.31
88 N -7.20 3.10 6.25
89 O -7.96 3.99 6.63
90 O -7.51 1.93 6.21
91 N -4.21 6.75 4.83
92 O -5.09 7.53 5.16
93 O -3.13 7.08 4.36
94 H -2.57 4.83 4.40
95 H -6.45 5.59 5.97
96 H -5.17 1.60 5.35

Charge distribution, Mulliken scheme, values in e: atom 1 (Rb): 0.764, atom 2 (O): -0.956, atom 3 (C): 1.068, atom 4 (C): -0.640, atom 5 (C): -0.356, atom 6 (C): -0.754, atom 7 (C): -0.682, atom 8 (C): -0.240, atom 9 (C): 0.221, atom 10 (O): -0.704, atom 11 (N): 0.490, atom 12 (N): -0.900, atom 13 (C): -0.775, atom 14 (C): 0.643, atom 15 (C): -0.486, atom 16 (C): -0.641, atom 17 (C): -0.553, atom 18 (C): -0.950, atom 19 (C): 0.569, atom 20 (O): -0.878, atom 21 (H): 0.540, atom 22 (H): 0.383, atom 23 (H): 0.315, atom 24 (H): 0.374, atom 25 (H): 0.499, atom 26 (H): 0.661, atom 27 (H): 0.506, atom 28 (H): 0.386, atom 29 (H): 0.352, atom 30 (H): 0.739, atom 31 (Se): 0.191, atom 32 (N): -0.919, atom 33 (C): 0.695, atom 34 (C): 0.664, atom 35 (C): -1.004, atom 36 (C): -1.228, atom 37 (C): -0.629, atom 38 (N): 0.408, atom 39 (C): -0.389, atom 40 (C): 0.081, atom 41 (N): 0.180, atom 42 (C): -0.365, atom 43 (C): -0.608, atom 44 (C): -0.884, atom 45 (C): 0.869, atom 46 (C): 1.129, atom 47 (N): -0.914, atom 48 (H): 0.465, atom 49 (H): 0.619, atom 50 (H): 0.446, atom 51 (H): 0.354, atom 52 (H): 0.288, atom 53 (H): 0.491, atom 54 (N): -0.242, atom 55 (C): -0.025, atom 56 (C): -0.693, atom 57 (C): -0.311, atom 58 (C): -0.569, atom 59 (C): -0.395, atom 60 (C): 0.349, atom 61 (S): -0.019, atom 62 (N): -0.202, atom 63 (C): -0.397, atom 64 (C): 0.849, atom 65 (C): 0.011, atom 66 (C): -0.711, atom 67 (C): -0.605, atom 68 (C): -0.366, atom 69 (N): -0.477, atom 70 (H): 0.374, atom 71 (H): 0.308, atom 72 (H): 0.299, atom 73 (H): 0.287, atom 74 (H): 0.447, atom 75 (H): 0.384, atom 76 (H): 0.947, atom 77 (H): 0.379, atom 78 (H): 0.435, atom 79 (O): -0.721, atom 80 (C): 0.442, atom 81 (O): -0.738, atom 82 (C): 0.123, atom 83 (C): -0.695, atom 84 (C): 0.037, atom 85 (C): -0.398, atom 86 (C): 0.371, atom 87 (C): -1.037, atom 88 (N): 1.029, atom 89 (O): -0.647, atom 90 (O): -0.608, atom 91 (N): 1.031, atom 92 (O): -0.627, atom 93 (O): -0.618, atom 94 (H): 0.737, atom 95 (H): 0.566, atom 96 (H): 0.758

=====

Entry two
A molecular structure, C45H28N11O9RbSSe. Source: the Open Molecules 2025 dataset; level of theory: the ωB97M-V functional and the def2-TZVPD basis.

Computed properties:
LUMO level = 2.9 eV
HOMO-LUMO gap = 0.1677 Ha
HOMO = -0.062 Eh
Spin multiplicity = 1
Net charge = -2

Atoms and positions in Å:
1 Rb -0.45 -0.66 -0.15
2 O -0.67 2.94 6.04
3 C 0.35 2.23 6.56
4 C 1.04 2.74 7.68
5 C 2.13 2.00 8.13
6 C 2.59 0.83 7.51
7 C 1.90 0.41 6.39
8 C 0.83 1.13 5.87
9 C 0.18 0.70 4.56
10 O -0.78 1.40 4.13
11 N 0.59 -0.46 4.10
12 N -0.29 -1.01 3.20
13 C 0.18 -2.03 2.51
14 C 1.45 -2.82 2.43
15 C 2.43 -2.90 3.41
16 C 3.57 -3.64 3.21
17 C 3.73 -4.28 1.94
18 C 2.72 -4.33 1.00
19 C 1.56 -3.51 1.16
20 O 0.69 -3.41 0.23
21 H -0.98 2.39 5.22
22 H 0.81 3.69 8.16
23 H 2.69 2.38 8.97
24 H 3.42 0.30 7.91
25 H 2.34 -0.43 5.88
26 H -0.54 -2.52 1.90
27 H 2.14 -2.45 4.34
28 H 4.27 -3.80 4.01
29 H 4.60 -4.97 1.86
30 H 2.84 -4.95 0.12
31 Se 3.27 6.58 -0.64
32 N 3.17 5.34 0.63
33 C 2.88 4.24 0.06
34 C 2.85 2.88 0.70
35 C 3.21 2.69 2.02
36 C 3.09 1.43 2.56
37 C 2.66 0.36 1.81
38 N 2.27 0.53 0.53
39 C 2.39 1.76 -0.01
40 C 2.09 1.91 -1.46
41 N 1.74 0.79 -2.14
42 C 1.58 0.93 -3.47
43 C 1.62 2.13 -4.12
44 C 1.87 3.30 -3.42
45 C 2.28 3.14 -2.09
46 C 2.69 4.35 -1.36
47 N 2.82 5.51 -1.95
48 H 3.49 3.62 2.56
49 H 3.33 1.24 3.58
50 H 2.56 -0.62 2.24
51 H 1.38 -0.01 -3.99
52 H 1.49 2.09 -5.22
53 H 2.01 4.30 -3.88
54 N 0.53 -2.32 -4.97
55 C 1.92 -2.31 -4.98
56 C 2.67 -1.93 -6.05
57 C 4.10 -2.01 -5.94
58 C 4.70 -2.52 -4.83
59 C 3.92 -2.85 -3.74
60 C 2.56 -2.87 -3.80
61 S 1.65 -3.39 -2.35
62 N 0.18 -2.64 -2.65
63 C -0.16 -2.25 -3.81
64 C -1.61 -1.75 -3.99
65 C -2.61 -1.93 -3.06
66 C -3.85 -1.29 -3.29
67 C -4.01 -0.37 -4.35
68 C -2.87 -0.24 -5.17
69 N -1.73 -0.87 -5.00
70 H 0.16 -1.60 -5.60
71 H 2.21 -1.66 -7.01
72 H 4.70 -1.71 -6.83
73 H 5.79 -2.60 -4.73
74 H 4.46 -3.22 -2.79
75 H -2.40 -2.54 -2.22
76 H -4.60 -1.57 -2.62
77 H -4.91 0.16 -4.59
78 H -2.88 0.51 -5.89
79 O -2.58 0.82 -1.16
80 C -3.60 1.49 -1.41
81 O -3.77 2.47 -2.14
82 C -4.93 1.08 -0.65
83 C -5.31 -0.26 -0.52
84 C -6.49 -0.65 0.05
85 C -7.35 0.29 0.64
86 C -6.93 1.57 0.47
87 C -5.74 2.03 -0.12
88 N -7.81 2.58 1.07
89 O -7.40 3.73 1.15
90 O -8.90 2.33 1.47
91 N -6.86 -2.04 0.02
92 O -7.40 -2.41 1.05
93 O -6.57 -2.75 -0.96
94 H -4.64 -0.99 -1.01
95 H -8.25 0.01 1.17
96 H -5.47 3.02 -0.10

Charge distribution, Mulliken scheme, values in e: atom 1 (Rb): 1.034, atom 2 (O): -0.747, atom 3 (C): 0.254, atom 4 (C): -0.873, atom 5 (C): -0.212, atom 6 (C): -1.151, atom 7 (C): 0.074, atom 8 (C): 0.458, atom 9 (C): 0.515, atom 10 (O): -0.888, atom 11 (N): 0.028, atom 12 (N): -0.550, atom 13 (C): -1.570, atom 14 (C): 0.865, atom 15 (C): 0.030, atom 16 (C): -0.662, atom 17 (C): -0.583, atom 18 (C): -0.533, atom 19 (C): 0.124, atom 20 (O): -0.938, atom 21 (H): 0.448, atom 22 (H): 0.378, atom 23 (H): 0.319, atom 24 (H): 0.467, atom 25 (H): 0.299, atom 26 (H): 1.096, atom 27 (H): 0.465, atom 28 (H): 0.381, atom 29 (H): 0.254, atom 30 (H): 0.406, atom 31 (Se): 0.174, atom 32 (N): -0.828, atom 33 (C): 0.641, atom 34 (C): 0.496, atom 35 (C): -0.975, atom 36 (C): -0.726, atom 37 (C): -0.484, atom 38 (N): -0.217, atom 39 (C): 0.218, atom 40 (C): -0.024, atom 41 (N): -0.132, atom 42 (C): 0.019, atom 43 (C): -0.781, atom 44 (C): -1.004, atom 45 (C): 0.723, atom 46 (C): 0.906, atom 47 (N): -0.832, atom 48 (H): 0.413, atom 49 (H): 0.592, atom 50 (H): 0.629, atom 51 (H): 0.280, atom 52 (H): 0.357, atom 53 (H): 0.388, atom 54 (N): -0.229, atom 55 (C): -0.158, atom 56 (C): -0.456, atom 57 (C): -0.445, atom 58 (C): -0.643, atom 59 (C): -0.434, atom 60 (C): 0.721, atom 61 (S): -0.182, atom 62 (N): -0.197, atom 63 (C): -0.121, atom 64 (C): 0.352, atom 65 (C): -0.051, atom 66 (C): -0.840, atom 67 (C): -0.653, atom 68 (C): -0.476, atom 69 (N): -0.573, atom 70 (H): 0.330, atom 71 (H): 0.416, atom 72 (H): 0.298, atom 73 (H): 0.329, atom 74 (H): 0.286, atom 75 (H): 0.799, atom 76 (H): 1.128, atom 77 (H): 0.385, atom 78 (H): 0.462, atom 79 (O): -0.428, atom 80 (C): -0.059, atom 81 (O): -0.736, atom 82 (C): 0.025, atom 83 (C): -0.172, atom 84 (C): -0.194, atom 85 (C): -0.415, atom 86 (C): -0.088, atom 87 (C): -0.475, atom 88 (N): 1.026, atom 89 (O): -0.629, atom 90 (O): -0.654, atom 91 (N): 0.913, atom 92 (O): -0.576, atom 93 (O): -0.588, atom 94 (H): 0.790, atom 95 (H): 0.534, atom 96 (H): 0.654

=====

Going by the computed energies, the most stable comes first: entry one, entry two.

=====

Entry one
A gas-phase ion, C7H11N2 (charge +1). Source: the Open Molecules 2025 dataset; level of theory: the ωB97M-V functional and the def2-TZVPD basis.

Computed properties:
LUMO level = -3.3 eV
HOMO-LUMO gap = 0.3806 Ha
HOMO = -0.502 Eh
Spin multiplicity = 1
SMILES string = Cn1cc[n+]2c1CCC2
Net charge = +1

Atoms and positions in Å:
1 C -1.13 1.24 -1.32
2 C -1.91 0.59 -0.38
3 C 0.21 -0.11 -0.22
4 C 1.26 -0.45 0.84
5 C 0.44 -1.25 1.91
6 C -1.07 -0.96 1.60
7 C 1.28 0.92 -2.18
8 N 0.21 0.79 -1.20
9 N -1.08 -0.28 0.27
10 H -1.57 1.89 -2.12
11 H -2.91 0.76 0.03
12 H 2.15 -1.04 0.81
13 H 1.50 0.51 1.28
14 H 0.57 -2.38 1.78
15 H 0.64 -0.97 2.94
16 H -1.69 -1.84 1.38
17 H -1.65 -0.22 2.24
18 H 1.89 -0.02 -2.30
19 H 0.87 1.03 -3.21
20 H 2.00 1.78 -2.14

Charge distribution, Mulliken scheme, values in e: atom 1 (C): -0.391, atom 2 (C): -0.291, atom 3 (C): -0.036, atom 4 (C): -0.575, atom 5 (C): -0.502, atom 6 (C): -0.530, atom 7 (C): -0.859, atom 8 (N): 0.254, atom 9 (N): 0.102, atom 10 (H): 0.386, atom 11 (H): 0.419, atom 12 (H): 0.402, atom 13 (H): 0.332, atom 14 (H): 0.307, atom 15 (H): 0.333, atom 16 (H): 0.329, atom 17 (H): 0.305, atom 18 (H): 0.335, atom 19 (H): 0.361, atom 20 (H): 0.317

=====

Entry two
A gas-phase ion, C7H11N2 (charge +1). Source: the Open Molecules 2025 dataset; level of theory: the ωB97M-V functional and the def2-TZVPD basis.

Computed properties:
LUMO level = -5.6 eV
HOMO-LUMO gap = 0.2783 Ha
HOMO = -0.485 Eh
Spin multiplicity = 1
SMILES string = NCCC=[N+]1C=CC=C1
Net charge = +1

Atoms and positions in Å:
1 C -3.16 0.12 -0.63
2 C -2.45 1.28 -0.05
3 C -2.42 -1.00 -0.38
4 C -1.25 0.79 0.44
5 C 1.12 -0.90 0.82
6 C 1.78 0.01 -0.31
7 C -0.10 -1.41 0.38
8 N -1.17 -0.65 0.28
9 N 1.33 1.33 -0.27
10 H -4.17 0.16 -1.00
11 H -2.82 2.33 -0.27
12 H -2.47 -1.92 -0.94
13 H -0.71 1.31 1.22
14 H 1.81 -1.81 0.85
15 H 1.08 -0.19 1.64
16 H 2.89 -0.03 -0.13
17 H 1.69 -0.39 -1.32
18 H -0.36 -2.43 0.26
19 H 2.04 1.98 -0.49
20 H 0.48 1.47 -0.70

Charge distribution, Mulliken scheme, values in e: atom 1 (C): -0.276, atom 2 (C): -0.403, atom 3 (C): -0.506, atom 4 (C): -0.538, atom 5 (C): -0.652, atom 6 (C): -0.524, atom 7 (C): 0.078, atom 8 (N): 0.273, atom 9 (N): -0.423, atom 10 (H): 0.433, atom 11 (H): 0.357, atom 12 (H): 0.329, atom 13 (H): 0.472, atom 14 (H): 0.304, atom 15 (H): 0.331, atom 16 (H): 0.424, atom 17 (H): 0.338, atom 18 (H): 0.538, atom 19 (H): 0.205, atom 20 (H): 0.239

=====

Going by the computed energies, the most stable comes first: entry one, entry two.